# C5H10N3

A gas-phase ion, C5H10N3 (charge +1) at a distorted geometry (wB97M-V/def2-TZVPD, OMol25).

Geometry as ORCA input:
```
! wB97M-V def2-TZVPD RIJCOSX def2/J DEFGRID3
* xyz 1 3
C -1.00 1.27 -0.22
C -2.40 -1.28 0.53
C -0.22 -1.01 -0.52
C 1.30 0.88 0.56
C -0.04 0.43 -0.09
N -1.92 2.06 -0.08
N -1.37 -1.64 -0.04
N 2.28 1.04 -0.42
H -3.21 -1.89 0.78
H -2.51 -0.27 0.73
H -0.27 -0.94 -1.58
H 0.70 -1.40 -0.02
H 1.13 1.61 1.31
H 1.76 0.14 1.18
H -2.08 2.72 -0.82
H -1.28 -2.61 -0.25
H 2.62 2.00 -0.51
H 3.12 0.41 -0.44
*
```

Properties
- HOMO (spin up / spin down) (eV) = -9.012 / -14.169
- <S²> = 2.012
- frontier orbital gap (spin up / spin down) (eV) = 4.90 / 5.96
- M (g/mol) = 112.156
- energy above the lowest of the compared OMol25 structures with the same formula, charge and spin (kcal per mole) = 88.5

# C5H10N3O

A gas-phase ion, C5H10N3O (charge +1) at a distorted geometry (wB97M-V/def2-TZVPD, OMol25).

Geometry as ORCA input:
```
! wB97M-V def2-TZVPD RIJCOSX def2/J DEFGRID3
* xyz 1 1
C 2.12 -0.35 -0.13
C 1.51 -1.51 -0.29
O 0.38 -1.79 0.53
C -1.00 -1.74 -0.03
C -1.62 -0.43 0.53
N -1.33 0.84 0.32
C -0.26 1.46 -0.45
N 1.01 1.71 0.27
N 1.62 0.57 0.86
H 2.89 0.18 -0.74
H 1.89 -2.18 -1.17
H -1.41 -2.56 0.50
H -0.93 -1.81 -1.12
H -2.39 -0.66 1.27
H -1.72 1.58 0.81
H 0.21 0.83 -1.17
H -0.60 2.32 -0.94
H 1.13 2.54 0.95
H 1.10 0.16 1.64
*
```

Properties
- HOMO (spin up / spin down) (eV) = -12.645 / -12.645
- SMILES string = C1=C\OC/C=[NH+]\CNN/1
- frontier orbital gap (spin up / spin down) (eV) = 7.24 / 7.24
- M (g/mol) = 128.155
- energy above the lowest of the compared OMol25 structures with the same formula, charge and spin (kcal per mole) = 108.2

# C5H10N3O2

A gas-phase ion, C5H10N3O2 (charge +1) at a distorted geometry (wB97M-V/def2-TZVPD, OMol25).

Geometry as ORCA input:
```
! wB97M-V def2-TZVPD RIJCOSX def2/J DEFGRID3
* xyz 1 1
C -1.26 1.01 2.66
C -0.81 -0.13 1.82
C -0.20 0.41 0.60
C 0.42 -0.61 -0.35
C 0.82 0.03 -1.94
N 2.09 0.18 -1.98
N 3.19 -0.06 -1.96
N 0.29 -1.07 -3.11
O 0.55 -2.19 -2.85
O -0.27 -0.51 -3.94
H -1.91 0.82 3.58
H -1.95 1.52 2.05
H -0.45 1.57 3.04
H -0.15 -0.77 2.44
H -1.52 -0.86 1.46
H 0.57 0.99 0.99
H -0.73 1.20 0.04
H 1.42 -1.00 0.05
H -0.30 -1.40 -0.54
H 0.19 0.84 -2.07
*
```

Properties
- HOMO (eV) = -14.894
- SMILES string = CCCC[C@@H]([N+]#N)[N+](=O)[O-]
- frontier orbital gap (eV) = 8.26
- M (g/mol) = 144.154
- energy above the lowest of the compared OMol25 structures with the same formula, charge and spin (kcal per mole) = 182.5

# C5H10N3O2

A gas-phase ion, C5H10N3O2 (charge +1) at a distorted geometry (wB97M-V/def2-TZVPD, OMol25).

Geometry as ORCA input:
```
! wB97M-V def2-TZVPD RIJCOSX def2/J DEFGRID3
* xyz 1 1
C 0.02 0.14 -2.24
C 0.65 -0.37 -0.96
O 1.89 -0.88 -1.15
N 0.78 0.69 0.05
C -0.05 0.87 1.12
N 0.23 1.89 1.88
N -1.18 0.17 1.33
C -1.09 -1.21 1.10
C -0.53 -1.66 -0.26
O -0.58 -2.70 -0.83
H -0.79 0.77 -1.98
H -0.30 -0.78 -2.77
H 0.64 0.90 -2.82
H 2.05 -0.74 -2.10
H 1.68 1.09 0.18
H -0.37 2.21 2.64
H 0.91 2.62 1.63
H -1.62 0.35 2.23
H -2.08 -1.71 1.30
H -0.26 -1.65 1.65
*
```

Properties
- HOMO (eV) = -12.889
- SMILES string = C[C@@]1(O)NC(=[NH2+])NCC1=O
- frontier orbital gap (eV) = 9.58
- M (g/mol) = 144.154
- energy above the lowest of the compared OMol25 structures with the same formula, charge and spin (kcal per mole) = 22.0